Molecular formula: C45H100IN5
Method: DFT, ωB97M-V with the def2-TZVPD basis set

Output
Net charge ... +4
F_max ... 3.24 eV/Å
Molecular weight ... 838.234 g mol⁻¹
Frontier orbital gap ... 0.309 hartree
Energy above the lowest of the compared OMol25 structures with the same formula, charge and spin ... 0.0 kcal/mol

XYZ file:
```
151
C45H100IN5 (ωB97M-V with the def2-TZVPD basis set)
I -0.808 1.246 0.696
C -2.770 5.383 1.048
C -2.713 6.158 -0.307
C -3.108 5.285 -1.498
C -1.899 4.418 -1.911
N -2.249 3.488 -3.133
C -1.078 2.533 -3.493
C -0.058 3.444 -4.231
C -0.973 4.402 -5.015
C -2.383 4.252 -4.475
C -3.493 2.618 -2.791
H -3.631 4.726 1.171
H -2.798 6.064 1.898
H -1.930 4.706 1.204
H -1.748 6.636 -0.475
H -3.435 6.971 -0.240
H -3.477 5.953 -2.276
H -4.002 4.719 -1.235
H -1.699 3.729 -1.090
H -1.026 5.003 -2.201
H -1.355 1.716 -4.159
H -0.711 2.054 -2.585
H 0.503 2.699 -4.796
H 0.615 3.785 -3.444
H -0.939 4.319 -6.101
H -0.630 5.398 -4.736
H -2.683 3.580 -5.279
H -2.970 5.163 -4.356
H -4.322 3.321 -2.880
H -3.449 2.171 -1.798
H -3.457 1.769 -3.473
C 3.024 2.326 4.313
C 3.848 1.229 3.561
C 4.381 1.706 2.222
C 3.161 1.748 1.228
N 3.415 2.534 -0.090
C 2.545 1.984 -1.198
C 3.353 2.300 -2.469
C 4.688 2.883 -2.060
C 4.829 2.502 -0.617
C 3.041 3.976 0.245
H 2.415 2.886 3.604
H 3.722 2.978 4.839
H 2.258 1.878 4.947
H 3.314 0.308 3.326
H 4.695 0.832 4.120
H 5.183 1.023 1.944
H 4.790 2.712 2.319
H 2.340 2.314 1.668
H 2.690 0.778 1.065
H 1.572 2.472 -1.134
H 2.501 0.918 -0.976
H 2.781 2.981 -3.099
H 3.425 1.385 -3.056
H 4.651 3.966 -2.181
H 5.523 2.511 -2.654
H 5.515 3.182 -0.112
H 5.105 1.456 -0.482
H 2.954 4.641 -0.614
H 3.715 4.326 1.026
H 1.984 3.953 0.512
C 3.033 -4.403 6.347
C 2.309 -3.154 6.001
C 2.300 -2.682 4.540
C 1.640 -3.718 3.695
N 1.238 -3.324 2.311
C 0.167 -2.318 2.396
C -0.574 -2.442 1.039
C -0.540 -3.945 0.706
C 0.657 -4.495 1.490
C 2.499 -2.825 1.616
H 3.061 -4.519 7.431
H 4.061 -4.318 5.997
H 2.577 -5.290 5.908
H 2.688 -2.286 6.540
H 1.346 -3.338 6.477
H 3.291 -2.527 4.112
H 1.877 -1.685 4.415
H 0.753 -4.203 4.103
H 2.424 -4.437 3.457
H 0.637 -1.346 2.549
H -0.550 -2.589 3.171
H -0.091 -1.883 0.238
H -1.604 -2.088 1.059
H -0.547 -4.195 -0.355
H -1.459 -4.478 0.950
H 1.494 -4.848 0.888
H 0.369 -5.325 2.135
H 3.222 -3.639 1.553
H 2.872 -1.848 1.921
H 2.188 -2.725 0.576
C -1.650 -0.275 6.565
C -1.613 0.928 5.551
C -2.872 0.879 4.703
C -2.890 -0.238 3.759
N -4.298 -0.435 3.079
C -5.408 -1.126 3.954
C -6.108 -2.162 3.046
C -5.391 -2.264 1.717
C -4.048 -1.538 1.955
C -4.862 0.935 2.546
H -1.061 0.013 7.437
H -1.256 -1.258 6.308
H -2.638 -0.471 6.980
H -0.663 0.930 5.017
H -1.642 1.855 6.124
H -2.897 1.730 4.022
H -3.773 0.824 5.313
H -2.803 -1.207 4.249
H -2.092 -0.261 3.017
H -6.090 -0.343 4.285
H -4.973 -1.565 4.852
H -7.122 -1.795 2.886
H -6.082 -3.151 3.502
H -5.877 -1.800 0.859
H -5.207 -3.301 1.434
H -3.722 -1.041 1.041
H -3.301 -2.263 2.277
H -5.135 1.521 3.423
H -5.629 0.675 1.817
H -3.930 1.310 2.124
C 1.408 -6.026 -6.841
C 2.425 -5.263 -5.987
C 2.238 -3.699 -5.859
C 0.858 -3.323 -5.400
N 0.654 -1.811 -5.241
C 1.614 -1.072 -4.358
C 1.158 -1.388 -2.930
C -0.394 -1.319 -3.107
C -0.706 -1.459 -4.571
C 0.800 -1.174 -6.625
H 0.379 -6.169 -6.511
H 1.668 -7.072 -7.004
H 1.205 -5.423 -7.726
H 3.490 -5.410 -6.168
H 2.316 -5.702 -4.995
H 2.209 -3.230 -6.843
H 3.011 -3.225 -5.255
H 0.743 -3.767 -4.412
H 0.075 -3.594 -6.108
H 1.453 -0.017 -4.580
H 2.628 -1.447 -4.498
H 1.521 -0.552 -2.332
H 1.612 -2.275 -2.488
H -0.815 -0.434 -2.630
H -0.728 -2.113 -2.439
H -0.863 -0.410 -4.822
H -1.558 -2.094 -4.816
H 0.450 -0.142 -6.583
H 0.245 -1.787 -7.335
H 1.859 -1.229 -6.879
```

---

Molecular formula: C27H44Cl2FO13P
Method: DFT, ωB97M-V with the def2-TZVPD basis set

Output
F_max ... 1.95 eV/Å
Molecular weight ... 697.514 g mol⁻¹
Frontier orbital gap ... 0.346 hartree
SMILES ... C[C@@H](Cl)[C@@H](Cl)P(F)CC(=O)c1ccccc1.CCOC(=O)OC.CCOC(=O)OC.CCOC(=O)OC.CCOC(=O)OC

XYZ file:
```
88
C27H44Cl2FO13P (ωB97M-V with the def2-TZVPD basis set)
C -3.064 -4.177 1.903
C -3.863 -3.431 0.827
Cl -4.745 -4.667 -0.160
C -4.812 -2.352 1.456
Cl -4.249 -0.762 0.773
P -6.599 -2.565 0.983
F -6.710 -1.907 -0.460
C -7.406 -1.284 2.043
C -8.893 -1.211 1.695
O -9.443 -0.161 1.553
C -9.609 -2.519 1.537
C -9.968 -3.201 2.696
C -10.605 -4.436 2.600
C -10.861 -4.969 1.343
C -10.519 -4.284 0.184
C -9.884 -3.050 0.280
H -2.092 -3.699 1.992
H -2.964 -5.222 1.651
H -3.559 -4.069 2.865
H -3.231 -2.927 0.111
H -4.709 -2.348 2.534
H -7.329 -1.605 3.081
H -6.958 -0.300 1.920
H -9.745 -2.785 3.668
H -10.879 -4.942 3.513
H -11.333 -5.938 1.270
H -10.722 -4.702 -0.788
H -9.582 -2.502 -0.600
C 4.234 -2.476 1.369
C 3.312 -3.245 2.292
O 2.304 -2.401 2.870
C 1.302 -2.069 2.058
O 1.160 -2.430 0.918
O 0.475 -1.265 2.728
C -0.605 -0.753 1.942
H 4.671 -1.624 1.893
H 5.037 -3.122 1.014
H 3.694 -2.091 0.505
H 3.874 -3.640 3.136
H 2.843 -4.087 1.783
H -1.161 -1.556 1.464
H -0.226 -0.058 1.193
H -1.270 -0.219 2.615
C -1.817 4.546 -2.061
C -0.379 4.921 -1.772
O -0.154 5.174 -0.377
C -0.064 4.090 0.389
O -0.112 2.946 0.011
O 0.112 4.482 1.651
C 0.176 3.400 2.581
H -2.492 5.314 -1.680
H -1.972 4.441 -3.134
H -2.084 3.606 -1.581
H -0.134 5.849 -2.284
H 0.312 4.156 -2.125
H 0.938 2.680 2.291
H -0.796 2.912 2.650
H 0.433 3.823 3.548
C 2.986 1.832 -2.090
C 3.216 3.248 -2.575
O 4.397 3.351 -3.387
C 4.284 2.886 -4.632
O 3.295 2.417 -5.131
O 5.469 3.027 -5.226
C 5.534 2.486 -6.548
H 3.870 1.462 -1.567
H 2.133 1.801 -1.410
H 2.788 1.159 -2.922
H 3.386 3.903 -1.721
H 2.353 3.629 -3.121
H 4.744 2.894 -7.175
H 5.463 1.401 -6.514
H 6.501 2.772 -6.951
C 9.965 -0.201 0.383
C 8.483 -0.482 0.510
O 7.713 0.724 0.597
C 7.544 1.381 -0.553
O 7.955 1.036 -1.631
O 6.835 2.478 -0.301
C 6.637 3.329 -1.440
H 10.302 0.435 1.203
H 10.530 -1.133 0.404
H 10.189 0.315 -0.549
H 8.284 -1.019 1.435
H 8.119 -1.096 -0.314
H 6.213 2.779 -2.264
H 7.583 3.782 -1.736
H 5.949 4.111 -1.133
```

---

Molecular formula: C4H13N2
Method: DFT, ωB97M-V with the def2-TZVPD basis set

Output
Net charge ... +1
F_max ... 3.40 eV/Å
Molecular weight ... 89.162 g mol⁻¹
Frontier orbital gap ... 0.216 hartree
Energy above the lowest of the compared OMol25 structures with the same formula, charge and spin ... 171.1 kcal/mol

XYZ file:
```
19
C4H13N2 (ωB97M-V with the def2-TZVPD basis set)
N 0.541 -1.778 -0.144
C 1.891 0.780 0.043
C 0.849 1.137 -1.012
N -0.400 0.432 -0.793
C -1.023 0.516 0.519
C -2.302 -0.304 0.509
H 0.233 -2.495 0.476
H 1.017 -2.491 -0.751
H 1.829 -0.274 0.218
H 1.610 1.303 0.957
H 2.825 1.209 -0.303
H 1.268 0.700 -1.904
H 0.844 2.191 -0.939
H 0.051 -0.845 -0.664
H -1.256 1.493 0.937
H -0.276 0.032 1.383
H -2.062 -1.337 0.031
H -2.618 -0.461 1.551
H -3.022 0.192 -0.114
```